1.
Below is C39H41BaN6O2 as an isolated structure, with properties calculated with wB97M-V/def2-TZVPD.

The HOMO energy comes out at -0.34797 hartree. The max |F| comes out at 0.85 eV Å⁻¹. Its energy above the lowest of the compared OMol25 structures with the same formula, charge and spin is 0.320 eV. The HOMO-LUMO gap comes out at 7.46 eV. The electronic energy comes out at -2015.1428 Eh. As for the total charge: +1.

Last column: Mulliken charge in e.
Element x y z (Å)
C: -3.30 1.09 -2.41  -1.143
C: -6.01 -0.31 -0.15  -0.646
H: -5.23 -4.41 -1.95  0.531
C: 1.96 2.60 -0.65  -0.488
H: -0.43 6.18 1.40  0.367
N: -1.40 3.99 0.11  0.009
C: -0.64 -6.00 -2.61  -1.608
C: -1.09 -3.59 -1.79  -0.993
H: -0.59 6.65 -0.29  0.280
H: -4.24 8.66 -2.29  0.414
C: -5.37 -4.14 -0.91  0.228
N: -2.96 -4.04 -0.64  0.945
H: -2.58 7.10 -3.27  0.425
H: -6.92 -0.88 -0.25  0.532
O: -2.29 -1.84 -0.55  -0.574
H: -6.15 6.42 1.31  0.425
C: -5.69 -3.43 1.77  -0.662
H: 1.93 -6.12 1.07  0.483
C: -1.39 -4.91 -1.93  0.670
C: -4.11 7.67 -1.88  -0.736
C: -5.58 0.10 1.10  -0.964
C: 2.35 -4.04 0.78  -0.706
C: -6.64 -4.06 -0.35  -0.759
C: -2.10 -3.00 -0.96  0.009
C: -4.42 0.85 1.21  -0.330
H: -6.26 4.78 0.70  0.330
H: -2.34 0.56 -2.41  0.146
H: -7.79 -3.64 1.40  0.403
H: -4.06 1.20 2.17  0.539
N: -2.45 1.90 0.23  -0.296
C: -4.11 0.77 -1.19  2.011
H: -1.26 -6.52 -3.34  0.375
H: -5.61 7.94 -0.37  0.373
H: 0.22 -5.58 -3.14  0.385
N: 0.58 -2.50 1.27  -0.113
H: -3.54 -3.34 1.83  0.145
H: -4.94 5.22 1.77  0.301
H: 2.70 5.84 -0.08  0.341
C: 0.12 6.28 0.46  -1.466
H: 2.48 1.70 -0.99  0.874
H: 3.79 3.72 -0.78  0.390
C: -2.48 3.19 0.02  -0.433
H: -2.25 -6.75 0.10  0.225
C: -5.56 5.58 0.95  -1.437
C: -3.80 5.14 -0.80  0.249
C: -5.28 0.03 -1.28  -0.904
C: -4.88 7.26 -0.80  -0.776
C: 0.24 -4.86 1.54  -0.651
C: 2.74 3.74 -0.56  -1.156
C: -3.68 1.19 0.07  -0.305
H: 3.37 -4.19 0.45  0.425
C: -4.74 6.00 -0.23  0.596
C: -4.27 -3.89 -0.10  -0.439
C: 1.83 -2.75 0.88  0.422
H: -3.08 2.15 -2.50  0.055
H: 3.52 -1.50 1.35  0.359
C: 2.12 4.93 -0.18  -0.645
H: -2.90 -7.23 -1.50  0.395
C: 2.75 -1.59 0.57  -0.590
H: -0.26 -3.08 -2.24  0.525
H: -1.20 -3.32 1.89  0.319
C: -4.42 -3.53 1.23  0.062
C: 1.54 -5.11 1.12  -0.485
H: -7.51 -4.26 -0.97  0.416
H: -6.15 -0.15 1.99  0.484
C: -2.92 -6.47 -0.72  -0.975
H: 0.88 7.05 0.60  0.399
O: 1.98 -0.40 0.51  -0.336
C: 0.03 3.78 -0.08  1.189
C: 0.58 2.53 -0.40  -1.946
H: -0.43 -5.66 1.82  0.526
N: -3.66 3.83 -0.25  0.409
H: -3.94 -6.41 -0.34  0.384
H: -2.33 4.83 -2.33  0.430
Ba: -0.59 0.16 0.24  2.002
H: -5.81 -3.14 2.80  0.474
H: -3.82 0.77 -3.32  0.446
C: -0.18 -3.55 1.58  -0.191
H: 3.25 -1.77 -0.38  0.379
H: -0.26 -6.73 -1.90  0.324
H: -1.65 4.96 0.09  -0.070
H: -4.50 3.32 -0.03  0.237
C: -3.04 5.52 -1.90  0.221
C: -3.18 6.80 -2.43  -0.807
C: -6.80 -3.70 0.98  -0.603
H: 2.53 0.40 0.48  0.167
N: -2.56 -5.19 -1.30  -0.031
C: 0.76 4.97 0.06  0.835
H: -5.62 -0.30 -2.25  0.376

2.
Below is a 9-piece molecular cluster, C27H51FO11 overall in a non-equilibrium geometry, with properties calculated with wB97M-V/def2-TZVPD.

The HOMO energy (alpha / beta) comes out at 0.01432 / -0.26005 hartree. The max |F| comes out at 4.82 eV Å⁻¹. The expectation value of S² is 0.750. The HOMO-LUMO gap (alpha / beta) comes out at 1.75 / 9.19 eV. The electronic energy comes out at -1986.8036 Eh. As for the total charge: -1. As for the multiplicity: 2.

Last column: Mulliken spin population.
Element x y z (Å)
H: -1.67 -1.97 -1.55  0.002
H: -4.91 -5.50 -0.92  -0.002
H: -0.24 2.65 2.66  -0.002
C: -1.73 -3.59 4.51  0.023
H: -1.06 3.87 1.15  0.089
O: -2.48 2.54 -2.17  -0.006
H: -2.51 -2.47 2.84  -0.010
C: 2.19 3.83 -2.85  0.286
O: -1.60 -0.76 1.25  -0.158
F: -2.73 4.99 1.48  -0.020
O: 0.76 -0.88 -3.44  -0.034
H: -3.67 -2.80 4.08  -0.002
H: 0.52 0.30 -0.95  0.031
H: 2.85 2.97 -2.96  -0.013
H: 1.66 3.89 -1.89  0.027
H: 2.65 -2.58 -1.27  -0.032
H: 3.86 -3.64 -0.77  -0.076
H: -1.16 -0.12 -4.80  0.007
O: -2.16 -4.72 4.65  -0.004
C: 0.28 2.36 -3.87  0.128
H: -0.40 1.26 0.22  0.070
C: 3.45 2.78 0.37  1.218
C: -2.17 3.37 -1.29  0.037
H: -1.26 -5.23 -0.12  -0.008
O: -1.31 4.43 -1.47  -0.098
H: 0.11 -2.92 3.77  -0.016
H: 1.18 -3.31 -3.34  0.046
H: 0.93 1.09 3.98  -0.322
H: -0.62 2.48 -4.46  0.021
H: 3.49 -0.63 0.16  0.163
H: 4.15 5.31 0.90  -0.180
H: 0.08 -2.07 -1.25  0.080
H: -0.89 -2.83 -0.19  0.004
H: -0.35 -3.70 -3.98  0.007
C: -1.01 1.81 4.43  -0.073
H: -1.81 -1.73 -5.11  -0.007
O: -2.01 1.91 5.14  -0.056
C: -1.91 4.35 0.67  -0.322
C: -0.31 -3.21 4.73  -0.008
H: 3.51 5.04 2.43  -0.563
H: 4.33 2.71 1.02  -0.498
H: -0.46 -2.38 5.42  0.013
H: -0.63 -1.07 -6.17  -0.018
H: -0.03 1.93 -2.92  -0.006
H: 1.00 1.75 -4.41  -0.009
C: -2.33 -5.39 -0.27  0.032
C: 0.12 0.32 0.06  -0.866
C: -0.89 -1.92 -0.79  -0.151
H: 0.28 0.79 5.69  0.022
H: 2.56 6.02 1.24  0.103
H: 2.91 1.83 0.37  0.475
H: 0.29 3.49 4.07  -0.208
O: -2.18 -4.86 -2.57  -0.008
C: 0.22 -1.61 -4.23  -0.001
H: -4.90 -4.68 -2.50  -0.001
H: -2.56 -6.45 -0.19  -0.002
C: -0.95 -0.74 0.24  0.700
H: -0.53 5.85 -0.12  -0.035
H: -2.17 6.18 -0.65  0.024
C: 3.19 5.15 1.39  1.903
C: 2.85 -3.33 -0.50  0.255
H: 0.96 -3.37 -5.17  -0.010
H: -4.50 -6.35 -2.42  -0.002
H: 0.96 0.33 0.76  -0.057
C: 3.86 -1.35 0.89  0.517
C: -0.91 -1.13 -5.12  0.039
H: -0.14 -0.18 4.28  -0.016
C: 3.01 -2.61 0.86  -0.123
H: 3.77 -0.74 1.79  -0.137
C: -4.39 -5.41 -1.87  0.006
C: 0.08 0.84 4.62  0.410
O: -2.60 3.39 -0.02  0.038
H: 0.30 -3.95 5.26  0.004
H: 2.09 -4.11 -0.47  0.063
H: 2.75 4.75 -3.01  -0.091
C: 0.54 -3.10 -4.20  -0.026
C: -1.47 5.38 -0.42  0.226
O: 1.38 3.82 0.78  -0.269
C: -0.59 3.02 3.63  0.490
O: 2.37 -2.89 1.85  -0.062
H: -1.41 3.72 3.44  0.031
H: 3.80 2.96 -0.65  -0.066
C: -2.63 -2.50 3.92  0.013
C: 2.59 3.91 0.84  -1.424
C: 1.01 3.69 -3.78  -0.116
C: -2.90 -5.11 -1.65  0.000
H: 4.91 -1.48 0.66  -0.328
O: 0.72 4.60 -4.54  -0.054
H: -2.52 -1.52 4.39  -0.004
H: -2.87 -4.74 0.42  -0.002

3.
Below is C43H54BaN6O3S3 as an isolated structure in a non-equilibrium geometry, with properties calculated with wB97M-V/def2-TZVPD.

The HOMO energy comes out at -0.26296 hartree. The max |F| comes out at 1.40 eV Å⁻¹. Its energy above the lowest of the compared OMol25 structures with the same formula, charge and spin is 0.111 eV. The HOMO-LUMO gap comes out at 7.02 eV. The electronic energy comes out at -3445.4459 Eh. As for the total charge: 0.

Last column: Mulliken charge in e.
Element x y z (Å)
C: 2.17 -2.38 6.16  -0.416
C: 1.61 4.62 -1.39  -0.915
C: -3.45 4.89 2.32  0.834
N: 1.77 3.20 -1.65  -0.020
H: 0.12 -1.73 4.74  0.595
C: -4.32 -1.81 0.84  1.053
H: 4.47 -3.72 -2.72  0.419
C: -1.47 -3.10 1.84  0.622
C: 1.01 3.27 4.00  -1.358
H: -3.10 -1.95 -3.33  0.234
C: 2.23 -1.67 4.97  0.349
H: 0.71 5.31 3.17  0.498
C: 0.35 -0.83 -4.16  -0.824
H: 1.02 -5.26 0.66  0.439
H: 0.79 -1.82 -4.11  0.145
C: -3.53 3.52 2.56  -0.459
C: 0.68 4.24 3.05  -1.344
H: -4.93 -2.56 -1.07  0.513
C: 3.44 -1.08 4.61  0.218
H: -2.49 -1.38 4.84  0.478
C: 4.49 -1.95 6.59  -0.448
H: -3.58 6.90 3.10  0.377
H: -1.77 -2.78 -4.15  0.264
S: -1.11 -0.68 -3.12  0.664
H: 3.22 -3.08 7.89  0.398
H: -4.68 5.75 3.86  0.347
C: 2.36 -3.81 -2.40  -0.607
C: 0.26 3.53 1.92  -0.659
H: 3.03 -2.84 2.26  0.354
O: -1.06 2.15 -1.23  -0.228
C: 2.42 2.36 -0.85  0.272
C: 3.92 -2.99 -0.78  -0.861
C: -0.11 -3.89 -1.97  -1.204
H: 2.63 3.65 0.71  0.194
H: -6.39 -1.50 0.43  0.412
H: 5.49 -0.75 5.12  0.411
H: -2.93 -3.52 3.36  0.465
C: 1.00 -1.58 4.09  -1.092
C: -3.29 -1.63 1.78  -0.441
C: -3.68 5.87 3.44  -1.515
H: 0.88 4.81 -0.60  0.230
H: -3.54 -3.41 -0.39  0.253
C: 2.89 -2.72 0.11  0.678
H: 1.23 0.73 5.01  0.399
H: 1.08 -0.11 -3.78  0.160
H: 3.38 2.13 0.87  0.264
H: 1.23 -2.83 6.46  0.384
C: -3.28 2.61 1.54  -0.310
H: -0.50 -4.78 -1.46  0.301
C: -4.82 -0.54 3.26  -0.793
C: -5.85 -0.73 2.36  -1.077
Ba: -0.30 0.21 0.34  -0.734
S: 2.53 0.71 -1.26  -0.104
S: -2.53 1.95 -1.03  0.947
C: 4.56 -1.22 5.41  -0.983
H: 4.20 -1.77 1.49  0.510
C: 3.17 -2.12 1.45  -0.539
H: 1.36 3.43 5.01  0.555
C: 0.10 -5.03 1.20  -2.451
H: -3.08 6.39 0.84  0.351
C: -3.53 -0.98 2.99  1.215
H: -0.12 3.93 0.98  0.453
H: -2.64 4.76 -0.98  0.491
H: 5.37 -2.05 7.22  0.392
H: 1.27 5.10 -2.30  0.349
H: 1.01 -2.42 3.39  -0.022
C: 3.66 -3.53 -2.03  -1.109
C: 3.29 -2.53 6.97  -0.690
H: -2.96 5.71 4.25  0.321
O: -3.34 2.24 -2.18  -0.771
C: 1.30 -3.58 -1.53  1.243
H: 2.15 -4.22 -3.38  0.490
H: -3.36 1.54 1.74  0.587
N: 0.83 -0.37 3.29  1.002
H: -2.51 0.31 4.37  0.496
H: -3.33 -1.78 -1.04  0.014
C: -0.20 -3.56 1.16  0.487
O: -2.70 0.61 -0.43  -0.228
H: 0.12 -0.59 -5.20  0.421
H: 1.12 2.76 -2.28  0.237
N: 3.03 2.84 0.24  -0.406
H: -0.13 -4.09 -3.04  0.461
H: 2.51 -1.28 1.65  -0.145
N: 0.49 -2.67 0.58  1.902
H: 2.57 5.06 -1.11  0.390
C: 0.77 2.03 3.39  -0.742
H: -0.72 -5.60 0.77  0.447
C: -2.23 -1.81 -3.97  -1.040
C: 0.96 0.74 3.94  -0.155
H: 4.93 -2.75 -0.49  0.425
H: -1.28 -4.04 3.74  0.300
H: -2.56 -1.39 -4.92  0.434
N: -2.00 -2.05 1.36  1.101
H: -1.45 -0.80 3.53  -0.795
H: -2.23 -4.96 2.59  0.451
C: -4.02 -2.43 -0.49  -1.246
H: -0.78 -3.06 -1.76  -0.034
C: -2.94 3.07 0.29  0.238
C: -2.02 -3.95 2.95  -2.085
C: -2.44 -0.70 3.98  -0.718
C: -5.59 -1.37 1.15  -1.056
H: 0.21 -5.36 2.23  0.507
H: -6.85 -0.38 2.58  0.419
N: 0.33 2.21 2.11  1.681
H: 3.50 -0.50 3.70  0.488
C: -3.14 5.33 1.04  -0.796
C: 1.58 -3.03 -0.27  -1.330
H: -5.01 -0.02 4.20  0.485
H: -3.78 3.16 3.55  0.476
C: -2.89 4.42 0.02  -1.238

4.
Below is an isolated ion of composition C7H14NO4P2 and charge -1 in a non-equilibrium geometry, with properties calculated with wB97M-V/def2-TZVPD.

The HOMO energy comes out at -0.14234 hartree. The max |F| comes out at 4.17 eV Å⁻¹. Its SMILES is C[N@@+](P[O-])([C@H]1C=CCCC1)[P@](=O)([O-])O. Its energy above the lowest of the compared OMol25 structures with the same formula, charge and spin is 1.859 eV. The HOMO-LUMO gap comes out at 7.10 eV. The electronic energy comes out at -1313.6745 Eh. As for the total charge: -1.

Last column: Mulliken charge in e.
Element x y z (Å)
C: -1.42 -0.15 0.76  -0.511
H: -2.39 1.62 0.40  0.421
C: 1.27 -0.46 1.86  -0.952
C: -1.50 0.31 -1.93  -0.845
H: -1.56 -1.21 0.75  0.298
O: 2.36 2.09 0.68  -0.714
H: -0.04 1.45 0.38  0.003
H: -1.60 0.21 -3.06  0.281
P: 1.44 -1.79 -0.71  0.321
H: 1.92 0.45 2.06  0.352
O: 2.55 -2.53 0.06  -0.780
C: -0.34 0.43 -1.37  -0.264
C: -2.83 0.43 -1.33  -0.561
O: 3.69 0.05 0.63  -0.458
P: 2.55 0.87 -0.07  0.851
N: 1.12 -0.27 0.41  0.240
H: -3.48 -0.35 -1.65  0.429
O: 2.44 0.83 -1.58  -0.754
H: 0.30 -2.47 -0.23  -0.123
H: -3.58 0.27 0.49  0.434
C: -0.19 0.35 0.11  0.414
C: -2.63 0.58 0.22  -1.235
H: 0.57 0.45 -1.93  0.594
H: 1.87 -1.35 2.05  0.292
H: -3.20 1.47 -1.47  0.220
H: 0.28 -0.62 2.37  0.355
H: 3.85 -0.80 0.24  0.355
H: -1.46 0.14 1.85  0.337

> Which value of max |F| does entry 3 give?

1.40 eV Å⁻¹

> Among the records above, which one has the lowest electronic energy?

C43H54BaN6O3S3

> What is the electronic energy in the third record?

-3445.4459 Eh